(1)
{"formula": "C44H40N2O6S2SbTi", "method": "ωB97M-V with the def2-TZVPD basis set", "symbols": ["Ti", "C", "C", "C", "C", "C", "C", "C", "C", "C", "H", "H", "H", "H", "H", "H", "H", "H", "H", "H", "H", "H", "O", "C", "O", "C", "C", "C", "C", "C", "N", "C", "O", "O", "H", "H", "H", "O", "S", "O", "N", "C", "S", "C", "C", "C", "C", "C", "C", "H", "H", "H", "H", "C", "C", "C", "C", "C", "C", "C", "Sb", "C", "C", "C", "C", "C", "C", "C", "C", "C", "C", "C", "C", "C", "C", "H", "H", "H", "H", "H", "H", "H", "H", "H", "H", "H", "H", "H", "H", "H", "H", "H", "H", "H", "H", "H"], "xyz": [[0.810712, 1.298153, 0.756000], [1.632752, -3.804614, 1.459120], [2.044228, -2.379939, 1.721536], [1.270948, -1.541237, 2.494864], [1.699653, -0.243431, 2.826540], [0.922927, 0.548216, 3.855946], [2.911351, 0.212950, 2.317503], [3.694746, -0.609663, 1.492519], [4.963625, -0.097612, 0.874814], [3.257422, -1.888573, 1.222761], [0.604704, -3.985057, 1.779361], [2.284315, -4.492333, 2.004765], [1.707609, -4.050618, 0.396599], [0.335012, -1.907897, 2.907165], [-0.055116, 0.883902, 3.497790], [1.467697, 1.433895, 4.174247], [0.739290, -0.082914, 4.726729], [3.289128, 1.183555, 2.618545], [4.724550, 0.419538, -0.058375], [5.647537, -0.916516, 0.648211], [5.467379, 0.618282, 1.526443], [3.866612, -2.531693, 0.593179], [2.819211, 0.750857, -2.628207], [2.026236, 1.114814, -1.787858], [1.877446, 0.481394, -0.593507], [0.985068, 2.158276, -1.932011], [0.647985, 2.990121, -2.973552], [-0.541608, 3.726417, -2.915630], [-1.456680, 3.531766, -1.823448], [-1.092423, 2.713785, -0.810807], [0.146911, 2.120520, -0.825077], [-1.857948, 2.221566, 0.393620], [-3.039120, 2.348820, 0.567660], [-1.050918, 1.454907, 1.182572], [1.299862, 3.046744, -3.837885], [-0.799399, 4.400395, -3.720485], [-2.427917, 4.009391, -1.805421], [0.339390, 3.650248, 3.778604], [0.493390, 4.086458, 2.422805], [-0.693424, 4.398069, 1.687373], [1.557989, 3.056089, 1.583680], [2.534424, 3.801461, 0.996475], [3.703783, 3.265378, 0.013393], [2.525330, 5.255659, 1.447498], [3.407436, 6.250898, 1.085163], [3.214917, 7.519440, 1.625306], [2.159201, 7.768270, 2.500863], [1.272623, 6.762939, 2.852837], [1.506708, 5.510928, 2.304739], [4.214015, 6.030303, 0.397570], [3.890280, 8.322800, 1.359596], [2.026204, 8.763288, 2.907955], [0.436773, 6.941452, 3.516365], [-2.899156, -0.912897, 2.229157], [-2.681245, -2.380487, 1.955779], [-3.196288, -3.328117, 2.841038], [-3.011084, -4.689788, 2.639304], [-2.288914, -5.125643, 1.539011], [-1.766403, -4.191137, 0.651196], [-1.962624, -2.820868, 0.828683], [-1.057231, -1.381411, -0.500008], [-0.050903, -2.756742, -1.800403], [1.315557, -2.461448, -1.908293], [2.159036, -3.209550, -2.719405], [1.640465, -4.278618, -3.434701], [0.287380, -4.572441, -3.343507], [-0.579637, -3.823778, -2.546539], [-2.044217, -4.203496, -2.569993], [-2.792959, -1.041871, -1.712980], [-4.057545, -1.406331, -1.258031], [-5.191911, -1.178735, -2.026784], [-5.062229, -0.583317, -3.271911], [-3.805141, -0.213087, -3.729760], [-2.659788, -0.423169, -2.963538], [-1.319107, 0.011203, -3.490221], [-3.413142, -0.763709, 3.179324], [-3.493842, -0.423512, 1.453406], [-1.960111, -0.359173, 2.261097], [-3.742618, -2.983410, 3.712839], [-3.424051, -5.403560, 3.342700], [-2.127008, -6.183884, 1.368688], [-1.180738, -4.546235, -0.187877], [1.727332, -1.614695, -1.368459], [3.205476, -2.941511, -2.797385], [2.281514, -4.877755, -4.070987], [-0.119619, -5.403202, -3.912468], [-2.160145, -5.283681, -2.450180], [-2.488750, -3.926333, -3.529582], [-2.627116, -3.713503, -1.796269], [-4.166090, -1.905147, -0.302182], [-6.166786, -1.464853, -1.651040], [-5.936373, -0.403529, -3.886173], [-3.703292, 0.259549, -4.700791], [-1.425155, 0.574347, -4.417405], [-0.662517, -0.842118, -3.683675], [-0.805821, 0.657829, -2.778111]], "atomic_forces_ev_per_a": [[-0.472, -1.936, -0.266], [-0.053, 0.025, -0.008], [0.208, -0.075, -0.106], [-0.128, 0.139, 0.137], [-0.007, -0.209, 0.248], [0.013, 0.044, -0.116], [0.020, -0.100, 0.106], [0.067, 0.102, -0.069], [-0.042, 0.050, 0.003], [-0.106, -0.167, -0.054], [0.105, 0.020, -0.009], [0.002, 0.003, -0.014], [-0.007, 0.029, 0.032], [-0.020, 0.021, -0.007], [0.009, -0.022, -0.038], [-0.003, 0.002, -0.016], [-0.010, 0.008, 0.022], [-0.029, 0.054, -0.067], [-0.020, -0.010, 0.026], [0.000, 0.002, 0.016], [-0.015, -0.014, -0.019], [-0.024, 0.012, 0.017], [0.138, 0.308, -0.108], [-0.383, -0.790, 0.608], [0.945, 0.451, -1.278], [-0.958, -0.070, 0.646], [-0.290, 0.170, -0.184], [-0.460, -0.177, 0.621], [0.477, 0.420, -1.386], [0.557, -0.722, 0.667], [0.702, 0.445, 0.025], [0.826, -0.772, -0.082], [-0.358, 0.271, 0.123], [-0.904, 1.241, -0.146], [-0.025, 0.002, 0.030], [-0.023, 0.006, 0.016], [0.017, -0.008, -0.034], [0.078, -0.240, 0.229], [0.520, 0.093, -0.062], [-0.307, -0.241, -0.296], [-0.331, 2.138, 0.247], [-0.505, 0.785, 1.255], [0.755, -0.578, -0.696], [0.338, -1.139, -0.503], [0.210, 0.520, -0.009], [0.066, -0.286, -0.135], [-0.043, 0.145, 0.095], [0.091, -0.186, -0.061], [-0.571, 0.409, 0.561], [-0.020, 0.009, 0.028], [-0.010, 0.003, 0.007], [0.002, -0.008, -0.016], [0.018, -0.007, -0.006], [0.014, -0.100, 0.002], [-0.014, 0.057, -0.049], [0.051, -0.017, -0.008], [0.015, 0.060, -0.036], [0.002, 0.086, -0.013], [-0.037, 0.019, 0.086], [-0.054, -0.167, 0.147], [0.061, -0.046, 0.156], [0.183, -0.124, -0.164], [-0.050, -0.100, -0.099], [-0.061, 0.007, 0.017], [-0.056, 0.028, 0.041], [0.023, -0.016, -0.002], [-0.012, 0.064, 0.020], [0.051, 0.079, -0.061], [-0.166, 0.009, -0.011], [-0.032, -0.014, -0.127], [0.057, 0.017, 0.004], [0.045, 0.002, 0.006], [-0.004, -0.012, 0.028], [-0.050, 0.000, -0.002], [-0.025, -0.077, -0.035], [0.000, -0.011, -0.015], [-0.003, -0.026, -0.038], [-0.001, -0.027, 0.014], [-0.011, -0.013, -0.031], [0.010, 0.018, -0.008], [0.008, 0.026, 0.014], [0.001, 0.020, 0.048], [-0.001, -0.024, 0.031], [-0.011, 0.000, 0.007], [-0.010, 0.009, 0.006], [0.016, 0.012, 0.003], [0.003, 0.022, -0.020], [0.010, 0.005, 0.002], [0.039, 0.026, 0.007], [0.008, 0.019, 0.043], [0.005, -0.006, -0.012], [0.006, 0.011, 0.006], [-0.010, 0.000, 0.010], [-0.004, 0.000, 0.009], [-0.038, 0.010, 0.012], [0.001, 0.002, 0.036]], "lowdin_charge": [0.85, -0.03, -0.26, -0.03, -0.31, -0.04, -0.06, -0.26, -0.05, -0.01, 0.06, 0.08, 0.07, 0.12, 0.07, 0.07, 0.09, 0.12, 0.06, 0.07, 0.08, 0.12, 0.06, -0.58, -0.24, -0.22, -0.03, -0.07, 0.00, -0.20, -0.02, -0.54, 0.09, -0.26, 0.12, 0.08, 0.12, -0.29, 0.67, -0.25, -0.20, -0.82, 0.79, -0.24, -0.04, -0.07, -0.08, -0.03, -0.24, 0.09, 0.10, 0.10, 0.12, -0.06, -0.31, -0.06, -0.10, -0.09, -0.15, -0.32, 1.66, -0.32, -0.14, -0.08, -0.09, -0.07, -0.30, -0.06, -0.31, -0.13, -0.09, -0.10, -0.06, -0.29, -0.04, 0.08, 0.08, 0.04, 0.10, 0.10, 0.10, 0.08, 0.06, 0.11, 0.10, 0.11, 0.08, 0.09, 0.04, 0.09, 0.10, 0.09, 0.10, 0.08, 0.08, 0.05], "charge": -1, "e_homo_ev": [-2.672, -2.674], "e_lumo_ev": [2.25, 2.25], "homo_lumo_gap_ev": [4.9, 4.9]}

***

(2)
{"formula": "C5H11NO2", "method": "ωB97M-V with the def2-TZVPD basis set", "symbols": ["C", "C", "N", "C", "C", "C", "O", "H", "H", "H", "H", "H", "H", "H", "H", "H", "O", "H", "H"], "xyz": [[0.222931, 1.260334, 2.248336], [-0.321457, 0.564548, 1.251833], [-1.019759, -0.608309, 1.377736], [-0.018842, 0.889710, -0.205514], [1.401932, 0.539866, -0.608978], [1.651055, -0.733739, -1.397427], [1.188343, -1.818109, -1.166763], [0.327287, 1.324252, 3.324823], [1.086594, 1.866675, 1.924277], [-1.322778, -0.945519, 2.277044], [-1.418896, -1.164576, 0.635391], [-0.334564, 1.916269, -0.451391], [-0.734834, 0.387668, -0.853621], [2.068565, 0.415146, 0.267517], [1.878837, 1.337840, -1.177064], [2.237561, -0.487435, -2.313456], [-2.324200, -1.572178, -1.305589], [-2.364057, -2.323265, -1.903051], [-2.203719, -0.849179, -1.924102]], "atomic_forces_ev_per_a": [[2.258, 1.774, -0.244], [-0.225, -1.417, -0.165], [-1.019, -0.576, 0.668], [-0.831, 0.241, 0.031], [1.248, -0.031, 0.220], [-0.975, 0.771, -0.474], [0.294, 0.171, -0.041], [-1.117, -1.226, 0.081], [-0.801, 0.402, -0.400], [0.330, 0.331, 0.136], [0.245, 0.680, -0.429], [0.894, 0.053, 0.514], [0.103, -0.714, 0.170], [-0.459, 0.208, -0.041], [-0.137, 0.132, -0.110], [0.273, -0.737, 0.098], [-0.106, -0.054, -0.233], [0.023, -0.371, 0.168], [0.003, 0.362, 0.051]], "lowdin_charge": [-0.01, -0.44, 0.11, -0.15, -0.16, -0.27, 0.06, 0.04, 0.05, 0.10, 0.06, 0.12, 0.08, 0.13, 0.10, 0.12, -0.05, 0.05, 0.03], "e_homo_ev": -7.628, "e_lumo_ev": 0.56, "homo_lumo_gap_ev": 8.2}

***

(3)
{"formula": "C3H5FS", "method": "ωB97M-V with the def2-TZVPD basis set", "symbols": ["C", "C", "C", "S", "H", "H", "H", "H", "F", "H"], "xyz": [[0.530850, 1.307100, -1.260907], [0.112811, 0.173751, -0.319412], [0.517280, -1.071599, -0.276101], [0.615358, -2.631922, -0.318416], [-0.497542, 1.619106, -1.541708], [1.183957, 0.757409, -1.981108], [1.200380, 1.941230, -0.720120], [-0.596833, 0.511730, 0.348868], [-1.380708, -1.062273, 2.700048], [-1.685553, -1.544532, 3.368856]], "atomic_forces_ev_per_a": [[0.025, -3.176, 0.047], [1.884, -0.358, -0.867], [-1.176, 0.263, -0.173], [0.488, 0.185, 0.065], [1.371, 0.796, -0.676], [-0.938, 1.077, -0.387], [-0.203, 1.129, 0.195], [-1.454, 0.065, 1.817], [1.073, 1.740, -2.382], [-1.070, -1.722, 2.362]], "lowdin_charge": [-0.08, -0.26, -0.69, 0.72, 0.09, 0.08, 0.06, 0.07, -0.03, 0.03], "e_homo_ev": -8.048, "e_lumo_ev": 0.08, "homo_lumo_gap_ev": 8.1}

***

(4)
{"formula": "CH9OSi2", "method": "ωB97M-V with the def2-TZVPD basis set", "symbols": ["C", "O", "Si", "Si", "H", "H", "H", "H", "H", "H", "H", "H", "H"], "xyz": [[-0.475164, 0.306138, -1.677366], [-0.241602, -0.658790, -0.715936], [0.929167, -1.525989, -0.077471], [-0.237379, 0.911078, 1.901511], [-1.540363, 0.418731, -1.860552], [-0.287950, 1.292373, -1.415091], [-0.059689, 0.092380, -2.657356], [0.077033, -2.369536, 0.850772], [0.969149, -0.290534, 1.170987], [2.120277, -1.913621, -0.751496], [-1.644645, 0.683388, 1.986133], [0.621388, 1.535639, 2.785469], [-0.230221, 1.518743, 0.460396]], "atomic_forces_ev_per_a": [[-1.638, -0.270, -2.353], [0.020, -0.450, -0.437], [-3.034, 0.292, 2.228], [0.704, 0.145, -4.759], [-0.425, -0.770, 0.086], [1.425, 1.647, 0.890], [0.441, -0.207, 0.087], [1.202, -0.178, -0.664], [-0.253, 0.267, 0.928], [0.891, 0.026, -0.226], [-0.596, -0.979, 0.852], [0.948, 0.597, 1.578], [0.314, -0.121, 1.788]], "lowdin_charge": [-0.15, -0.42, 0.77, 0.89, 0.11, 0.03, 0.11, 0.01, -0.08, -0.03, -0.07, -0.11, -0.06], "charge": 1, "e_homo_ev": -15.114, "e_lumo_ev": -5.94, "homo_lumo_gap_ev": 9.2}

***

Calculated values (eV) of ΔE to the lowest compared entry with this formula, charge and spin for the records, taken in order: 0.561, 2.507, 1.481, 1.112.